Entry from the Open Molecules 2025 dataset: a structure of composition C15H26B3NO5 (the ωB97M-V functional and the def2-TZVPD basis).

Properties
HOMO-LUMO gap	0.073	hartree
HOMO level	1.82	eV
net charge	-2
DFT total energy	-1092.79806	Eh

Geometry (Å):
C  -2.793  2.356  -0.018
C  -3.278  0.897  -0.203
C  -4.352  0.610  -1.172
C  -4.871  -0.728  -1.414
C  -4.349  -1.863  -0.660
C  -3.276  -1.608  0.314
C  -2.745  -0.255  0.524
C  -1.587  -0.034  1.526
B  -0.461  -1.145  1.232
O  0.067  -1.835  2.356
B  1.356  -2.304  1.963
N  2.596  -1.919  2.665
O  1.354  -3.141  0.797
B  1.039  -2.216  -0.257
C  2.054  -2.204  -1.506
C  2.030  -0.872  -2.347
C  3.504  -0.445  -2.737
C  3.507  0.689  -3.853
C  4.350  -1.634  -3.331
O  -0.082  -1.382  -0.125
H  -2.490  2.836  -0.986
H  -1.906  2.455  0.666
H  -3.632  2.921  0.464
H  -4.793  1.426  -1.790
H  -5.656  -0.931  -2.167
H  -4.695  -2.904  -0.802
H  -2.908  -2.496  0.868
H  -1.936  -0.119  2.585
H  -1.072  0.976  1.428
H  2.277  -1.238  3.367
H  3.095  -1.331  1.984
H  1.887  -3.130  -2.105
H  3.078  -2.290  -1.050
H  1.611  -0.030  -1.745
H  1.430  -1.031  -3.282
H  4.033  -0.111  -1.807
H  2.565  1.275  -3.838
H  4.423  1.322  -3.743
H  3.655  0.143  -4.824
H  3.840  -2.186  -4.152
H  4.671  -2.364  -2.544
H  5.306  -1.195  -3.725
O  -0.771  2.633  2.527
C  -0.313  2.966  3.772
C  -1.395  3.793  4.591
O  -0.937  4.135  5.823
H  0.612  3.589  3.808
H  -0.038  2.114  4.442
H  -2.321  3.163  4.563
H  -1.682  4.641  3.917